Below is a structure of composition C2H2Cl2O2, with properties calculated with wB97M-V/def2-TZVPD.

Geometry (Å):
C  -0.77076  0.96085  0.27532
C  1.51436  0.60269  -0.23769
O  -1.88370  -1.31763  -0.16740
O  -1.00343  -0.10283  0.64954
Cl  2.87842  1.14837  0.62394
Cl  1.49347  -1.08024  -0.30446
H  -1.21206  1.64977  -0.51374
H  -1.01631  -1.86098  -0.32552

Calculated values
- multiplicity = 1
- lowest unoccupied orbital energy (alpha / beta) (eV) = -1.569 / -1.402
- F_max (eV Å⁻¹) = 3.65
- HOMO-LUMO gap (alpha / beta) (eV) = 6.70 / 8.02

Below is a structure of composition C31H52BrN5NiP2, with properties calculated with wB97M-V/def2-TZVPD.

Geometry (Å):
N  -5.41503  3.89729  -4.87561
C  -5.34978  4.18652  -3.58078
C  -4.59698  3.41732  -2.68339
C  -3.83157  2.33046  -3.16034
C  -4.00831  2.00471  -4.55049
C  -4.80179  2.82293  -5.34996
C  -2.81523  1.63944  -2.34517
Ni  -1.02337  0.24373  -1.46343
P  1.74264  0.00551  -1.09384
C  -1.59321  1.20522  -3.02373
C  -0.41176  2.18116  -3.27681
C  0.33124  2.03949  -4.48052
C  1.47762  2.83762  -4.60045
C  1.84142  3.79008  -3.61098
C  1.18314  3.74060  -2.36681
C  0.01677  2.99537  -2.20464
Br  3.14067  5.03854  -3.89447
H  -3.10412  1.30761  -1.29914
H  -1.78238  0.67740  -3.99173
H  -4.42073  3.72929  -1.64176
H  -3.48170  1.20795  -5.06854
H  -5.84815  5.07738  -3.18358
H  -4.91810  2.66282  -6.43084
H  0.07135  1.27717  -5.25633
H  -0.37920  2.92117  -1.15888
H  2.14752  2.63556  -5.42767
H  1.56927  4.37763  -1.59216
P  -1.19681  -1.87385  -1.41712
C  2.99979  1.32452  -0.56584
C  4.51020  1.24298  -0.90555
H  2.98072  1.51612  0.52618
H  2.58953  2.23041  -1.04982
H  5.01859  2.12862  -0.46949
H  5.00817  0.35498  -0.45783
H  4.73404  1.26651  -1.97661
C  2.68494  -0.45906  -2.68999
C  3.77872  -1.51529  -2.69929
H  3.12850  0.46922  -3.10025
H  1.90542  -0.76010  -3.40177
H  3.92262  -1.83427  -3.73594
H  4.74821  -1.10436  -2.39147
H  3.54929  -2.41291  -2.12272
C  2.13475  -1.39093  0.17910
C  3.48203  -1.56255  0.87531
H  1.86111  -2.36157  -0.27772
H  1.39489  -1.18324  0.97534
H  3.39176  -2.40698  1.57377
H  4.31140  -1.81699  0.19864
H  3.76839  -0.70487  1.49432
C  -0.97854  -2.95096  0.08660
C  -1.37554  -4.41082  -0.00141
H  -1.54939  -2.48077  0.89316
H  0.06779  -2.90606  0.40808
H  -2.44894  -4.55117  0.08714
H  -1.05308  -4.89052  -0.92186
H  -0.92033  -4.97393  0.81879
C  -0.04281  -2.60913  -2.63866
C  -0.21966  -2.22104  -4.10162
H  -0.08530  -3.69426  -2.52256
H  0.95151  -2.27723  -2.30576
H  -1.15740  -2.59149  -4.53463
H  -0.19974  -1.13161  -4.23493
H  0.58329  -2.65349  -4.71602
C  -2.90640  -2.22505  -1.99933
C  -3.89787  -1.83457  -0.89982
H  -3.00410  -3.28478  -2.27613
H  -3.08944  -1.62012  -2.89262
H  -4.83179  -1.48102  -1.34865
H  -4.14608  -2.67004  -0.22617
H  -3.52236  -1.01477  -0.26165
C  -1.71034  1.64441  2.07716
N  -0.61812  0.75294  1.69990
C  -0.67693  -0.47295  2.52849
N  -0.60356  -0.17769  3.96477
C  -1.72150  0.74588  4.30507
N  -1.68218  2.00944  3.52327
C  -0.37638  2.65678  3.79787
N  0.78770  1.78851  3.42220
C  0.66005  1.42845  2.00619
C  0.67117  0.53526  4.22884
H  -2.65986  1.14402  1.87151
H  -1.61750  2.55970  1.48483
H  0.17368  -1.11840  2.25757
H  -1.61871  -0.98533  2.30303
H  -1.64950  0.98623  5.37153
H  -2.66525  0.22766  4.09832
H  -0.30384  3.58578  3.21671
H  -0.30803  2.87216  4.87185
H  1.48308  0.74700  1.74751
H  0.71481  2.33384  1.38982
H  0.71383  0.79838  5.29432
H  1.51098  -0.12117  3.96551

Calculated values
- multiplicity = 3
- total charge = +2
- lowest unoccupied orbital energy (alpha / beta) (eV) = -8.651 / -7.650
- F_max (eV Å⁻¹) = 3.52
- HOMO-LUMO gap (alpha / beta) (eV) = 4.87 / 5.87

Below is a cluster of 4 separate species, C3H16NO3 in total, with properties calculated with wB97M-V/def2-TZVPD.

Geometry (Å):
C  -1.83713  1.76571  -1.70573
C  -1.33300  0.35671  -1.82450
N  -0.07555  0.20293  -1.06330
C  0.67712  -1.05020  -1.34075
H  -1.18610  2.46706  -2.20610
H  -2.82999  1.80847  -2.15599
H  -2.02495  1.98203  -0.65685
H  -2.09066  -0.32920  -1.44252
H  -1.15309  0.06574  -2.85874
H  -0.21374  0.27941  -0.04142
H  0.60743  0.94020  -1.25642
H  1.71850  -0.76342  -1.16699
H  0.59634  -1.37679  -2.38125
H  0.35693  -1.87222  -0.72148
H  0.12387  -1.73640  2.25428
H  0.64063  -0.37822  2.54153
O  0.40611  -0.93437  1.77929
H  2.51873  2.49316  -0.15554
H  2.23901  1.06466  0.45550
O  1.96361  1.70023  -0.24318
H  -0.45763  -2.08068  4.92302
H  1.07450  -2.25124  4.90009
O  0.27905  -2.35356  4.36704

Calculated values
- multiplicity = 2
- lowest unoccupied orbital energy (alpha / beta) (eV) = 0.734 / 0.477
- F_max (eV Å⁻¹) = 1.13
- HOMO-LUMO gap (alpha / beta) (eV) = 3.18 / 11.57